No. 1
{"formula": "C23H29FN2O2", "method": "wB97M-V/def2-TZVPD", "species": ["C", "O", "C", "C", "C", "C", "C", "C", "C", "H", "H", "C", "H", "C", "O", "N", "C", "H", "H", "H", "C", "C", "C", "C", "N", "C", "C", "C", "C", "C", "C", "C", "H", "H", "H", "H", "F", "H", "H", "C", "H", "H", "H", "H", "H", "H", "H", "H", "H", "H", "H", "H", "H", "H", "H", "H", "H"], "positions_angstrom": [[-0.867, -0.861, 2.553], [-1.587, 0.069, 1.782], [-2.510, -0.408, 0.888], [-2.725, -1.759, 0.648], [-3.670, -2.164, -0.279], [-4.414, -1.229, -0.972], [-4.216, 0.116, -0.716], [-3.280, 0.547, 0.208], [-3.114, 2.015, 0.486], [-2.604, 2.142, 1.439], [-4.104, 2.474, 0.562], [-2.351, 2.734, -0.638], [-2.882, 2.570, -1.578], [-0.946, 2.204, -0.862], [-0.709, 1.478, -1.815], [0.039, 2.621, -0.025], [-0.205, 3.285, 1.233], [-0.464, 2.566, 2.015], [0.692, 3.820, 1.536], [-1.009, 4.012, 1.140], [1.375, 2.098, -0.268], [2.489, 3.143, -0.203], [3.807, 2.462, -0.575], [4.050, 1.258, 0.347], [2.970, 0.291, 0.351], [2.925, -0.537, -0.849], [1.912, -1.640, -0.711], [2.196, -2.776, 0.038], [1.296, -3.815, 0.179], [0.067, -3.727, -0.452], [-0.246, -2.605, -1.201], [0.666, -1.570, -1.322], [0.398, -0.692, -1.891], [-1.203, -2.527, -1.691], [-0.643, -4.535, -0.358], [1.568, -4.677, 0.770], [3.401, -2.888, 0.642], [2.695, 0.032, -1.762], [3.920, -0.978, -0.960], [1.716, 0.935, 0.680], [0.914, 0.197, 0.644], [1.801, 1.308, 1.706], [4.973, 0.746, 0.066], [4.163, 1.615, 1.377], [4.635, 3.166, -0.478], [3.771, 2.130, -1.614], [2.586, 3.547, 0.807], [2.276, 3.969, -0.886], [1.333, 1.707, -1.290], [-2.326, 3.807, -0.442], [-4.808, 0.854, -1.239], [-5.148, -1.543, -1.698], [-3.820, -3.219, -0.454], [-2.154, -2.508, 1.173], [-1.534, -1.467, 3.174], [-0.216, -0.271, 3.198], [-0.252, -1.519, 1.931]], "forces_ev_per_a": [[0.17, -0.20, 0.16], [-0.28, 0.23, -0.34], [-0.15, 0.01, -0.05], [0.13, 0.00, 0.26], [-0.06, 0.03, -0.01], [-0.08, -0.10, -0.11], [0.10, -0.06, 0.10], [0.08, 0.01, 0.21], [0.07, 0.04, -0.08], [-0.09, 0.09, 0.03], [0.07, -0.01, 0.06], [-0.07, -0.05, 0.03], [0.12, 0.06, 0.04], [-0.27, 0.28, -0.17], [-0.12, -0.28, -0.25], [0.35, 0.08, 0.01], [-0.13, -0.01, 0.18], [-0.01, 0.07, 0.07], [-0.04, 0.03, 0.01], [0.01, 0.00, 0.05], [0.28, -0.18, -0.04], [-0.09, -0.13, -0.22], [-0.03, -0.07, 0.27], [0.17, 0.12, -0.13], [0.06, -0.16, 0.09], [0.03, -0.01, 0.07], [0.21, -0.10, 0.03], [-0.15, 0.02, -0.05], [0.18, 0.04, 0.10], [0.01, 0.06, -0.04], [-0.09, -0.04, -0.10], [0.06, -0.15, 0.01], [0.02, 0.15, -0.07], [-0.08, 0.02, -0.03], [-0.07, -0.09, 0.01], [0.06, -0.08, 0.05], [-0.09, 0.05, -0.08], [0.04, -0.08, 0.01], [-0.07, 0.08, -0.09], [-0.22, 0.09, -0.20], [-0.06, 0.05, 0.09], [-0.09, 0.03, 0.06], [0.02, 0.00, 0.07], [0.09, 0.04, -0.01], [0.04, 0.00, -0.06], [0.04, 0.03, -0.07], [-0.01, 0.07, 0.05], [-0.04, 0.05, 0.05], [0.07, 0.07, 0.21], [-0.01, 0.01, -0.02], [-0.07, 0.11, -0.06], [-0.07, -0.03, -0.06], [-0.01, -0.09, -0.02], [0.08, -0.02, 0.05], [0.02, 0.01, -0.04], [-0.01, -0.07, -0.02], [-0.01, 0.00, -0.02]], "nbo_charge": [-0.255, -0.531, 0.373, -0.315, -0.193, -0.239, -0.180, -0.085, -0.417, 0.225, 0.218, -0.483, 0.235, 0.697, -0.650, -0.442, -0.412, 0.199, 0.208, 0.208, -0.074, -0.402, -0.420, -0.212, -0.438, -0.243, -0.125, 0.465, -0.311, -0.209, -0.216, -0.195, 0.247, 0.225, 0.214, 0.226, -0.336, 0.177, 0.217, -0.243, 0.223, 0.188, 0.202, 0.189, 0.212, 0.199, 0.187, 0.214, 0.244, 0.214, 0.207, 0.213, 0.211, 0.224, 0.179, 0.198, 0.187], "total_energy_ev": -34114.863, "lumo_ev": 0.7462, "e_above_lowest_ev": 0.0293, "gap_ha": 0.325, "multiplicity": 1}

No. 2
{"formula": "C3H9NS2", "method": "wB97M-V/def2-TZVPD", "species": ["S", "S", "C", "C", "N", "C", "H", "H", "H", "H", "H", "H", "H", "H", "H"], "positions_angstrom": [[-4.131, -0.289, 0.582], [2.951, -0.662, 0.184], [1.373, 0.665, 0.225], [-0.050, 0.778, 0.589], [-1.093, 0.513, -0.427], [-0.836, -0.710, -1.188], [2.595, -1.461, 1.205], [1.885, 1.485, -0.258], [2.105, 0.443, 1.038], [-0.152, 1.829, 0.874], [-0.320, 0.207, 1.488], [-2.015, 0.397, -0.018], [0.010, -1.322, -0.859], [-0.618, -0.496, -2.241], [-1.703, -1.377, -1.195]], "forces_ev_per_a": [[-0.33, -0.04, 0.05], [-0.39, -1.75, -2.33], [3.33, -0.41, 1.00], [-1.80, -0.66, 0.07], [0.76, -0.54, -0.58], [-0.04, -0.35, -0.83], [-0.16, 0.20, 0.01], [-0.31, -0.03, -0.48], [-2.15, 2.90, 1.99], [0.11, 0.03, 0.04], [0.51, -0.12, 0.10], [0.61, 0.27, 0.39], [-0.02, 0.26, 0.39], [-0.03, 0.12, 0.07], [-0.09, 0.12, 0.10]], "nbo_charge": [0.014, -0.101, -0.465, -0.263, -0.649, -0.434, 0.121, 0.215, 0.228, 0.224, 0.179, 0.363, 0.190, 0.188, 0.191], "total_energy_ev": -26409.769, "lumo_ev": -4.2941, "e_above_lowest_ev": 7.9074, "gap_ha": 0.148, "multiplicity": 1}